18
Properties=species:S:1:pos:R:3:forces:R:3 method="wB97M-V/def2-TZVPD" charge=-1 lumo_ev="2.82 / 2.77" gap_ha="0.0790 / 0.3734" s2=0.750 de_lowest_kcal_mol=18.4 spin_multiplicity=2
O -4.1257 1.9416 -8.4642 0.31 -0.60 -0.17
H -3.3785 2.4770 -8.1971 0.13 0.24 0.11
H -4.8548 2.5591 -8.5224 -0.53 0.38 0.10
O -8.7142 3.9169 -13.6249 -0.13 0.40 -0.44
H -9.2015 3.3040 -13.0743 0.08 -0.12 0.45
H -8.0269 3.3849 -14.0259 0.29 -0.21 0.06
O -7.0849 4.1928 -8.0276 -0.24 -0.99 -1.10
H -6.4137 4.8740 -7.9880 0.67 0.74 0.05
H -7.5387 4.2537 -7.1871 -0.39 0.06 0.80
O -10.5406 2.2774 -12.1417 0.02 0.11 0.11
H -11.0474 1.6757 -11.5964 -0.07 -0.18 0.29
H -10.8919 2.1557 -13.0237 -0.13 -0.05 -0.35
O -7.8046 2.0923 -10.3900 0.17 -0.48 -0.22
H -8.7218 2.2746 -10.5944 -0.28 0.10 -0.21
H -7.5389 2.8116 -9.8170 0.28 0.54 0.62
O -6.7496 1.1533 -12.8052 0.12 -0.24 -0.84
H -6.1545 0.4041 -12.7773 0.13 -0.13 -0.05
H -6.8034 1.4510 -11.8970 -0.41 0.43 0.79

***

9
Properties=species:S:1:pos:R:3:forces:R:3 method="wB97M-V/def2-TZVPD" lumo_ev="-0.96 / -0.79" gap_ha="0.2990 / 0.2656" de_lowest_kcal_mol=100.4
N -1.7187 -0.5244 -0.1531 -0.90 0.04 0.05
Si 1.3973 0.4787 -0.0452 -2.42 -2.39 1.01
P -0.8814 0.9697 0.0041 0.91 0.18 -0.97
H -1.2854 -1.3650 0.1523 0.85 -0.55 -0.01
H -2.6757 -0.5815 0.2184 0.68 0.72 -0.26
H 1.7561 -1.7254 1.5464 -0.30 1.18 -1.13
H 1.9431 0.3833 -1.3702 0.62 0.06 -0.48
H 2.0330 1.0388 1.0600 1.18 1.08 0.92
H -0.5683 1.3258 -1.4127 -0.62 -0.32 0.85

***

84
Properties=species:S:1:pos:R:3:forces:R:3 method="wB97M-V/def2-TZVPD" lumo_ev=0.13 gap_ha=0.3497 smiles="COC[C@H](C)N.NC(N)=O.NC(N)=O.NC(N)=O.NC(N)=O.NC(N)=O.CCO.CCO.CCO" de_lowest_kcal_mol=110.0
C 0.5450 5.0867 -3.4191 1.33 -0.44 0.73
O 1.2752 5.6629 -2.3259 0.87 0.33 -0.35
C 2.7214 5.5044 -2.4771 -1.07 1.31 1.27
C 3.4719 6.1461 -1.2257 -0.34 -1.73 0.67
C 3.4966 7.6712 -1.2317 -1.55 -0.77 -0.52
N 4.7840 5.5628 -1.0574 1.16 0.44 -0.83
H 0.9512 5.4595 -4.3594 -0.46 0.29 -0.23
H -0.5289 5.2127 -3.2810 0.25 0.38 -0.04
H 0.7685 4.0201 -3.4000 -0.23 -0.36 -0.19
H 2.9214 4.4453 -2.6392 0.31 -0.16 0.38
H 3.1126 6.0525 -3.3342 -0.25 0.09 -0.52
H 3.0585 5.7455 -0.3001 -1.27 0.51 -0.11
H 3.7410 8.1992 -0.3100 0.63 -0.46 -0.10
H 2.4353 7.8796 -1.3669 -0.13 0.52 -0.28
H 4.0126 8.0251 -2.1242 0.25 0.26 0.21
H 5.3416 5.8536 -1.8478 0.58 -0.06 -0.13
H 4.7407 4.5546 -1.1010 -0.05 -0.16 0.07
N 2.4184 -6.2405 -2.0026 -6.64 3.94 2.38
C 3.4306 -6.8771 -2.4008 2.40 -0.68 -0.71
N 3.1954 -8.1640 -2.3063 0.09 -4.09 -0.24
O 4.4201 -6.3321 -2.7585 3.64 0.92 -1.14
H 1.5533 -6.7578 -1.9383 -0.04 0.79 0.27
H 2.4010 -5.2580 -1.7692 0.22 -0.31 -0.46
H 3.8922 -8.8482 -2.5640 -0.40 0.18 -0.01
H 2.2684 -8.4178 -1.9959 0.72 -0.72 -0.12
N -8.8131 -2.5834 0.2413 -4.91 4.82 2.69
C -8.0679 -3.3747 -0.3801 2.92 -3.31 -2.13
N -7.1551 -3.9551 0.3992 1.89 -1.17 0.78
O -8.2062 -3.6096 -1.5591 0.09 -0.47 -1.64
H -9.5538 -2.2464 -0.3570 -0.09 0.45 0.62
H -8.6865 -2.2616 1.1902 -0.19 -0.07 -0.42
H -6.5030 -4.5845 -0.0467 -0.11 0.15 0.45
H -7.1773 -3.7897 1.3953 0.41 -0.40 -0.36
N 3.5195 -0.8279 -4.4451 0.00 -0.72 1.24
C 3.1504 -0.6126 -5.7220 -2.39 0.27 0.50
N 4.1077 -0.2733 -6.5441 2.65 0.58 -1.34
O 1.9809 -0.6874 -6.0512 -0.74 -0.15 -0.29
H 4.3195 -0.3881 -4.0130 -0.35 -0.14 -0.07
H 2.6943 -1.0721 -3.9164 0.48 0.13 0.50
H 3.8905 0.1232 -7.4473 0.24 -0.44 0.24
H 5.0288 -0.5533 -6.2388 0.09 0.46 -0.77
N -2.7928 -4.6071 -7.5268 4.59 -0.20 -4.16
C -3.6362 -4.4297 -6.5724 1.73 -0.36 5.86
N -4.8389 -4.5583 -7.0305 -3.77 0.12 -0.61
O -3.3242 -4.3344 -5.3636 -0.51 0.40 -1.54
H -3.1232 -4.7659 -8.4679 0.23 0.01 0.24
H -1.8162 -4.3521 -7.4915 -0.29 -0.12 0.56
H -5.5492 -4.3188 -6.3536 -0.40 0.03 -0.67
H -4.8359 -4.3486 -8.0185 -1.56 0.13 0.39
N -1.9974 -7.6840 4.3481 -0.10 -3.08 1.81
C -2.0997 -6.4070 4.0945 -3.01 3.04 1.70
N -1.5233 -6.0985 2.9707 2.10 1.15 -3.71
O -2.7706 -5.5947 4.7642 1.03 -1.07 -0.35
H -2.4400 -7.9807 5.2062 0.26 -0.37 -0.32
H -1.5193 -8.3153 3.7212 -0.26 -0.01 0.59
H -1.1378 -6.8571 2.4265 0.03 0.56 -0.14
H -1.6393 -5.2068 2.5108 -0.06 -0.22 0.42
C -0.3827 -0.1600 1.3267 -0.36 1.71 0.43
C -1.3147 -0.3428 0.1354 0.16 0.00 1.41
O -0.6598 -1.2300 -0.6898 0.24 -1.35 -1.58
H 0.4224 -0.8938 1.3630 -0.29 -0.03 -0.08
H -0.9250 -0.1037 2.2705 -0.06 -0.52 0.06
H 0.0386 0.8443 1.2839 0.53 -0.05 -0.16
H -1.5187 0.5543 -0.4491 -0.19 0.44 0.49
H -2.2383 -0.8035 0.4859 -0.39 0.23 -0.02
H -1.3333 -1.4516 -1.3370 0.37 -0.45 -0.56
C -2.9468 4.0459 7.2388 -0.50 -0.87 -1.15
C -2.4164 4.5202 8.5179 0.60 -0.26 1.62
O -1.8420 3.3819 9.2463 -0.23 1.08 -0.67
H -3.2356 3.0096 7.4143 -0.39 -0.02 -0.19
H -2.2572 4.0198 6.3951 0.15 0.22 0.14
H -3.8237 4.6392 6.9797 0.01 -0.14 -0.27
H -3.2610 4.9001 9.0928 0.05 0.13 0.28
H -1.6920 5.3265 8.4023 0.19 -0.01 0.09
H -1.5152 3.7435 10.0734 0.11 -0.13 0.14
C 3.9497 5.2791 5.5159 0.48 0.39 -0.33
C 4.7602 4.0543 5.1067 -0.74 0.10 1.03
O 5.9917 4.4138 4.5466 0.31 -0.02 -0.47
H 4.0553 6.0077 4.7120 -0.17 0.15 -0.16
H 4.4016 5.7536 6.3870 -0.27 -0.06 0.16
H 2.8817 5.0962 5.6339 0.11 -0.15 0.28
H 4.1281 3.4471 4.4587 0.26 -0.30 -0.27
H 5.0213 3.4821 5.9969 -0.18 -0.23 -0.08
H 5.7998 4.8354 3.7058 0.20 0.13 -0.16